{"formula": "C26H37N3O2", "method": "ωB97M-V/def2-TZVPD", "symbols": ["C", "C", "H", "C", "C", "H", "H", "C", "C", "C", "C", "H", "H", "H", "C", "H", "C", "H", "C", "H", "C", "H", "C", "N", "O", "H", "H", "H", "H", "C", "H", "C", "H", "H", "N", "H", "H", "H", "C", "H", "C", "H", "C", "C", "C", "O", "H", "H", "H", "C", "H", "H", "H", "H", "C", "H", "H", "N", "C", "H", "H", "C", "C", "H", "H", "H", "C", "H"], "coordinates": [[-5.60, 0.74, 3.24], [3.60, 1.19, -0.06], [-4.14, 1.31, 5.29], [-3.57, -0.14, 2.33], [4.12, -0.06, 0.25], [-2.03, -0.52, -1.13], [2.17, -2.98, -2.16], [-1.50, -3.02, -1.03], [-2.08, 0.13, 2.11], [-0.43, 0.88, -0.77], [-1.74, 0.19, -0.36], [1.97, -0.97, 2.70], [-1.49, -0.27, 2.94], [-6.00, -0.24, 3.52], [2.47, 1.67, 0.63], [1.96, 0.88, -2.09], [3.53, -0.83, 1.24], [-5.95, 0.98, 2.23], [2.43, -0.37, 1.93], [1.48, -3.91, -4.32], [0.60, -4.36, -3.89], [-1.92, 1.21, 2.04], [-0.18, 0.79, -2.27], [-1.61, -0.51, 0.90], [4.12, 2.03, -1.01], [2.67, 3.67, -0.07], [-2.55, 0.92, -0.25], [-0.17, -0.25, -2.59], [-2.59, 0.73, 4.66], [-0.41, 2.37, -0.37], [-4.09, 0.00, 1.38], [0.77, -2.35, -0.68], [-0.21, -4.33, -4.62], [5.09, 0.71, -2.29], [0.81, 3.06, -0.70], [-1.23, 2.88, -0.90], [-6.00, 1.49, 3.92], [0.44, 3.46, -2.68], [5.27, 1.62, -1.70], [-2.53, -3.05, -0.71], [-0.96, -1.70, 1.02], [2.16, 3.34, -2.24], [1.87, 3.02, 0.29], [-3.67, 0.58, 4.63], [0.19, -3.65, -2.63], [-0.73, -2.22, 2.10], [-3.71, -1.19, 2.64], [1.46, 3.45, 1.21], [-0.97, 1.31, -2.82], [1.91, 0.88, 1.63], [1.52, -1.85, -0.08], [0.39, 0.38, -0.26], [-1.87, -4.19, -2.78], [-3.90, -0.43, 5.00], [1.17, 2.89, -2.09], [4.98, -0.44, -0.27], [1.36, 1.43, -3.66], [-4.16, 0.80, 3.28], [-1.13, -3.67, -2.20], [3.94, -1.81, 1.46], [5.52, 2.44, -2.38], [-0.55, -2.35, -0.27], [1.17, 1.44, -2.58], [6.12, 1.45, -1.02], [0.82, -5.40, -3.67], [1.06, 1.25, 2.17], [1.14, -2.99, -1.85], [-0.59, 2.48, 0.70]], "nbo_charge": [-0.407, 0.282, 0.200, -0.212, -0.300, 0.218, 0.208, -0.219, -0.237, -0.200, -0.229, 0.232, 0.237, 0.162, -0.012, 0.199, -0.206, 0.198, -0.237, 0.215, -0.627, 0.200, -0.418, -0.439, -0.512, 0.217, 0.205, 0.215, 0.200, -0.225, 0.190, -0.216, 0.216, 0.176, -0.447, 0.187, 0.199, 0.181, -0.249, 0.216, 0.658, 0.209, -0.246, -0.417, -0.017, -0.628, 0.173, 0.199, 0.190, -0.221, 0.234, 0.209, 0.209, 0.165, -0.216, 0.218, 0.205, -0.439, -0.206, 0.218, 0.201, -0.053, -0.407, 0.178, 0.222, 0.212, -0.207, 0.195], "spin_multiplicity": 1, "smiles": "COc1ccccc1CN1CCC[C@H](CN(CCN(C)C)C(=O)c2ccc(C)cc2)C1", "lumo_energy_ev": 0.7}